# C43H83F3N5O12

13 unconnected molecules or ions with the total composition C43H83F3N5O12 in a non-equilibrium geometry (ωB97M-V with the def2-TZVPD basis set, the OMol25 dataset).

## Properties
E   -86097.702 eV
2S+1   1
F_max   4.85 eV/Å
Net charge   +1

Structure (XYZ):
```
146
Properties=species:S:1:pos:R:3:forces:R:3
N -2.466291 -0.471763 -7.243056 1.0854 0.4423 0.7830
C -1.124792 0.125704 -7.371812 -0.6670 -1.4213 -1.7868
N -0.895941 1.354387 -6.554060 -2.2491 1.1418 1.0666
C -1.762933 2.340106 -6.032246 4.8114 0.2109 0.5491
N -0.956025 3.329579 -5.349079 0.7272 -3.3287 -1.8704
C 0.386220 2.866238 -5.488051 -2.7279 -1.7812 -1.4246
N 1.542616 3.402163 -5.052813 -0.1508 0.3348 0.3390
C 1.546726 4.700683 -4.326189 -0.6882 1.2806 -0.1805
C 0.950505 4.627535 -2.844181 -0.7607 0.8086 0.2737
C 0.138775 5.975285 -2.556342 -0.5299 0.3977 -1.3398
F -1.066131 5.949029 -1.790131 3.1789 -0.0794 0.3644
C 0.548814 7.270212 -3.008127 0.1124 -0.1248 0.3174
F 0.322606 7.753752 -4.314260 2.1330 -1.2312 2.8326
F 1.252238 8.164651 -2.175358 -2.9421 -1.0113 -2.0648
N 0.374972 1.647185 -6.219474 0.3190 3.0594 1.7719
H -3.178509 0.202360 -6.949581 0.2888 -0.4950 -0.3095
H -2.442992 -1.269863 -6.592688 -0.1610 0.5062 -0.2410
H -0.970415 0.398415 -8.473496 -0.0937 0.0052 1.5672
H -0.353186 -0.693362 -7.150976 -0.9510 1.4898 0.1061
H -2.884728 2.337903 -6.138892 1.6882 0.0411 0.1506
H 2.421297 2.910176 -5.267623 -0.7990 0.3699 0.1961
H 0.876102 5.403351 -4.937362 0.9289 -1.0254 0.8696
H 2.575320 5.201585 -4.320439 -1.3351 -1.2122 -0.1364
H 1.797798 4.632628 -2.070270 -1.1123 -0.0377 -1.1244
H 0.335992 3.692741 -2.632622 0.5586 1.3086 -0.6203
H 1.199466 1.097663 -6.478625 -0.2336 -0.1408 -0.1674
C -0.445784 -3.755612 -3.356680 -0.2660 -0.0904 -0.4505
C -1.556905 -3.035664 -4.067915 -0.0171 -0.4341 -0.3200
O -1.897977 -3.350078 -5.196107 0.0685 0.4458 0.1746
C -2.233150 -1.909391 -3.331742 -0.2477 0.1082 -0.3106
H -0.051174 -4.540761 -4.004244 -0.0340 0.1025 0.0659
H 0.360726 -3.057015 -3.123015 -0.1995 -0.1690 0.1671
H -0.826161 -4.214623 -2.441140 0.0970 0.1923 0.1253
H -1.505999 -1.128643 -3.096228 0.0056 -0.0827 0.2253
H -2.692158 -2.287762 -2.415226 0.1362 0.1010 0.0979
H -3.014612 -1.481145 -3.963566 0.0311 -0.0616 0.0835
C 1.619424 8.886877 0.928979 0.3286 -0.0133 -0.1192
C 1.765633 7.754460 1.910301 0.5405 -0.3366 0.0623
O 2.793560 7.109527 1.981961 -0.3998 0.2014 -0.0872
C 0.588314 7.452125 2.799055 0.1492 -0.2880 0.1925
H 2.542757 8.990577 0.356206 -0.0986 -0.0276 0.0790
H 0.800889 8.675484 0.238589 -0.1003 0.1799 0.1422
H 1.432134 9.820576 1.463118 -0.1960 -0.0325 -0.0802
H -0.276109 7.178171 2.190012 -0.0787 0.2156 0.0472
H 0.355538 8.321715 3.416995 -0.1857 -0.0109 -0.1141
H 0.834871 6.614072 3.453674 0.0042 0.1101 -0.0651
C -3.959886 -6.698977 -0.879508 0.2361 0.0715 0.3815
C -4.102705 -5.238414 -1.213039 0.1039 0.3689 0.1276
O -3.564548 -4.379046 -0.536874 -0.0305 -0.3006 -0.2098
C -4.935132 -4.881272 -2.412680 0.0945 0.3858 0.0133
H -3.333813 -6.808116 0.008270 -0.0611 0.0322 -0.1002
H -4.941447 -7.129886 -0.671508 0.0163 -0.0701 -0.2257
H -3.484864 -7.225103 -1.709958 -0.2130 -0.0717 -0.0342
H -5.959828 -5.231840 -2.271851 0.0399 -0.1458 -0.1061
H -4.502075 -5.326861 -3.311292 -0.1493 -0.1477 0.0155
H -4.950263 -3.795819 -2.532104 -0.0155 -0.0987 0.0600
C 4.656770 -0.641671 -8.284631 -0.5031 0.1776 -0.1357
C 4.311901 -0.055037 -6.943873 0.0220 -0.0905 0.1604
O 3.233400 0.486515 -6.747605 -0.2811 0.1799 0.0464
C 5.342850 -0.160146 -5.856196 -0.5383 0.1768 -0.0218
H 3.821080 -0.493386 -8.971316 0.1025 -0.0212 0.0641
H 5.537824 -0.142735 -8.692484 0.0919 -0.1899 0.0818
H 4.841855 -1.712752 -8.184526 0.2115 0.0783 -0.0043
H 6.253177 0.359500 -6.155539 0.0338 -0.2264 0.0418
H 5.557567 -1.210511 -5.649220 0.1704 0.0444 -0.1189
H 4.958935 0.303975 -4.947084 0.0978 -0.0598 -0.1151
C -1.998907 4.632053 5.977026 0.1454 0.0787 0.2200
C -2.175908 6.088215 5.641769 0.3387 0.3458 0.4102
O -1.689081 6.960495 6.334540 -0.2139 -0.2771 -0.2727
C -2.980477 6.423482 4.413476 0.0053 0.4090 0.0031
H -1.399678 4.540155 6.884533 -0.0750 0.0124 -0.1083
H -2.972858 4.170360 6.152751 0.0703 -0.1203 -0.1060
H -1.479889 4.122990 5.161787 -0.1713 -0.0696 -0.0434
H -3.997761 6.040977 4.518945 0.0751 -0.1474 -0.1472
H -2.504779 5.993977 3.529174 -0.1719 -0.1464 0.0086
H -3.025061 7.507832 4.295294 0.0185 -0.1170 0.0351
C -4.543984 -1.696848 1.220058 0.0769 -0.2608 -0.3644
C -5.655927 -0.973953 0.507369 -0.1054 -0.1971 -0.5122
O -5.993193 -1.286113 -0.618684 0.1115 0.1442 0.3809
C -6.334963 0.151436 1.243145 -0.2853 0.1004 -0.3072
H -4.148992 -2.481002 0.571415 -0.0668 0.0909 0.0833
H -3.738576 -0.997974 1.456850 -0.0920 -0.0028 0.2354
H -4.925669 -2.157179 2.133961 0.1169 0.1738 0.1101
H -5.608946 0.931541 1.481212 -0.0274 -0.0835 0.2130
H -6.795843 -0.226941 2.157850 0.1722 0.1150 0.0955
H -7.114128 0.579807 0.609877 0.0900 -0.0619 0.0598
C 8.402769 3.423176 -3.558923 0.1976 -0.1747 -0.2601
C 7.296106 2.417608 -3.728602 0.2415 -0.3780 -0.4286
O 7.387992 1.505207 -4.527734 -0.0233 0.4532 0.4241
C 6.069938 2.585537 -2.869283 -0.2142 -0.3101 -0.1370
H 9.220275 3.179278 -4.239390 -0.1149 0.0070 0.0778
H 8.035896 4.423876 -3.796626 0.0207 0.0288 0.2243
H 8.779007 3.392694 -2.534428 -0.1060 0.1938 0.0092
H 5.600015 3.549487 -3.076674 0.1085 0.0720 0.2121
H 6.342900 2.518140 -1.814461 -0.0591 0.2138 -0.0148
H 5.356208 1.791271 -3.097342 0.0963 0.0567 0.0434
C -6.021701 4.094573 9.761911 -0.1182 -0.3400 -0.1870
C -4.723574 4.231613 9.011698 0.1699 -0.3515 -0.3723
O -4.402637 3.431524 8.153318 -0.1416 0.2971 0.2616
C -3.838581 5.397598 9.365548 0.2610 -0.1257 -0.2773
H -6.555122 3.212231 9.403721 0.0815 0.0988 0.0296
H -5.823602 3.974865 10.828947 -0.0778 0.2071 0.0024
H -6.645037 4.974404 9.590119 0.0603 0.0449 0.2101
H -3.543937 5.335458 10.415090 -0.1408 0.1679 0.0138
H -4.365255 6.335196 9.176308 0.0084 0.0111 0.2162
H -2.939268 5.370968 8.747595 -0.1041 0.0300 0.0732
C 3.684314 -3.652051 -0.467992 -0.0373 -0.2356 -0.3709
C 2.572460 -2.933361 -1.181227 0.0461 -0.2956 -0.4507
O 2.233605 -3.248531 -2.308034 0.3939 0.2848 0.4644
C 1.893318 -1.807417 -0.446884 -0.2630 0.0970 -0.3070
H 4.080620 -4.437210 -1.114592 -0.0715 0.1037 0.0388
H 4.488776 -2.952621 -0.233035 -0.0914 -0.0590 0.2886
H 3.304321 -4.110314 0.446774 0.1815 0.2260 0.1326
H 2.618965 -1.026404 -0.211107 -0.0206 -0.0970 0.2215
H 1.434077 -2.184567 0.468879 0.1784 0.1146 0.0883
H 1.112518 -1.380695 -1.080150 0.0670 -0.0576 0.0593
C -8.036163 -4.769030 0.851892 0.3588 0.0384 -0.1697
C -8.695524 -5.595755 -0.220422 0.2455 -0.1166 -0.4722
O -8.112721 -5.874229 -1.250280 -0.1407 0.0654 0.3569
C -10.103763 -6.063562 0.032491 -0.0343 -0.1839 -0.3459
H -7.025862 -4.502741 0.533972 -0.1126 -0.0086 0.0066
H -8.604699 -3.851333 1.015926 -0.0463 -0.0964 0.1681
H -7.971936 -5.344168 1.777968 -0.1632 0.1310 0.0616
H -10.763950 -5.203301 0.160323 0.0082 -0.0669 0.2067
H -10.131307 -6.696082 0.922110 -0.0957 0.1774 0.0832
H -10.450215 -6.646674 -0.822507 0.0640 0.0742 0.0914
C 3.585711 -5.679708 3.608076 -0.2527 0.3347 -0.0624
C 4.885258 -5.124711 3.088680 0.2597 0.4125 -0.2114
O 4.953713 -3.998071 2.630801 -0.1445 -0.3184 0.1352
C 6.093010 -6.016575 3.158720 0.2561 0.2388 -0.1460
H 2.800612 -4.928954 3.495787 0.0934 -0.0620 0.0026
H 3.305798 -6.567495 3.037092 0.0654 -0.1082 0.1898
H 3.685058 -5.927492 4.666756 0.0474 -0.2155 -0.0887
H 5.923763 -6.919613 2.567635 -0.0320 -0.0844 0.1662
H 6.299472 -6.278307 4.200068 -0.1522 -0.1481 -0.3918
H 6.957120 -5.488052 2.750829 -0.1321 -0.0248 -0.0145
C 7.716606 -6.845503 7.990772 0.0679 -0.2506 -0.3279
C 6.608499 -6.125455 7.270906 -0.1068 -0.1377 -0.4183
O 6.275025 -6.443703 6.144378 0.0644 0.0906 0.7576
C 5.928540 -4.996500 7.997952 -0.2561 0.0683 -0.3136
H 8.113704 -7.633143 7.347996 -0.0619 0.0990 0.0636
H 8.521827 -6.146968 8.227000 -0.0857 -0.0229 0.2015
H 7.331377 -7.300774 8.905278 0.1099 0.1664 0.0887
H 6.654542 -4.216082 8.234436 -0.0279 -0.0842 0.1969
H 5.464110 -5.369863 8.912836 0.1714 0.1051 0.0884
H 5.152122 -4.570515 7.359785 0.0958 -0.0536 0.0600
```
Positions in Å, forces in eV/Å.